No. 1
Here is C47H46N7O3PRbS4 as an isolated structure from OMol25. Energies are from ωB97M-V with the def2-TZVPD basis set.

Output
energy relative to the best compared isomer or geometry (same formula, charge and spin): 0.0 kcal per mole
lowest unoccupied orbital energy: 1.9505 eV
orbital gap: 5.3 eV
HOMO energy: -3.3 eV
charge: -1

The geometry in XYZ format:
```
109
C47H46N7O3PRbS4 (ωB97M-V with the def2-TZVPD basis set)
Rb 0.5230 -0.2506 0.7220
N -1.4542 1.6881 -1.7493
C -1.9170 2.9055 -1.3925
C -1.7597 3.9981 -2.2763
C -2.2374 5.2487 -1.9582
C -2.8981 5.4812 -0.7502
C -3.0349 4.4303 0.1389
C -2.5378 3.1562 -0.1394
P -2.5454 1.7820 1.0533
C -4.1492 0.9585 0.7206
C -4.1303 -0.3944 0.3963
C -5.3188 -1.0628 0.1128
C -6.5235 -0.3816 0.1476
C -6.5470 0.9779 0.4520
C -5.3663 1.6441 0.7297
C -2.8310 2.6067 2.6644
C -1.9262 3.5910 3.0741
C -1.9995 4.1450 4.3404
C -2.9704 3.7130 5.2367
C -3.8616 2.7252 4.8507
C -3.7931 2.1762 3.5750
H -0.8343 1.5580 -2.5442
H -1.6273 0.8175 -1.2645
H -1.2625 3.8218 -3.2243
H -2.1022 6.0602 -2.6646
H -3.2839 6.4630 -0.5072
H -3.5144 4.6067 1.0950
H -3.1832 -0.9205 0.3147
H -5.2872 -2.1139 -0.1501
H -7.4478 -0.9004 -0.0784
H -7.4873 1.5167 0.4609
H -5.3831 2.7053 0.9510
H -1.1590 3.9291 2.3857
H -1.2917 4.9110 4.6333
H -3.0247 4.1409 6.2301
H -4.6185 2.3762 5.5431
H -4.4992 1.4074 3.2877
O 0.2228 -2.6070 -0.5078
C -0.5213 -1.9399 -1.2811
O -1.3545 -1.0868 -0.8772
C -0.3923 -2.1614 -2.7654
C -1.0217 -3.2667 -3.3225
C -0.9506 -3.5283 -4.6844
C -0.2258 -2.6557 -5.4882
C 0.4050 -1.5522 -4.9364
C 0.3466 -1.2613 -3.5622
S 1.1838 0.1366 -2.9100
H -1.5894 -3.9257 -2.6716
H -1.4535 -4.3895 -5.1094
H -0.1523 -2.8346 -6.5562
H 0.9712 -0.8789 -5.5687
C 3.1817 -3.1466 1.4581
C 3.8965 -1.8504 1.6546
N 3.4024 -0.6974 1.3428
C 4.2828 0.3329 1.5805
C 5.4679 -0.0492 2.1272
S 5.4969 -1.7514 2.3179
C 3.9011 1.6930 1.1682
C 4.7296 2.7687 1.0761
S 3.8731 4.1078 0.4406
C 2.4431 3.1384 0.3361
N 2.6081 1.9278 0.7619
C 1.1713 3.6405 -0.2623
H 2.3086 -2.9778 0.8229
H 2.8525 -3.5654 2.4095
H 3.8327 -3.8696 0.9623
H 6.3070 0.5673 2.4078
H 5.7808 2.8246 1.3089
H 1.1437 4.7275 -0.3213
H 0.3182 3.2945 0.3222
H 1.0576 3.2248 -1.2663
N -2.2855 -1.7826 4.0524
C -1.4802 -2.2773 5.0505
C -0.2264 -1.8312 4.7572
N -0.2426 -1.0917 3.5946
C -1.4987 -1.0902 3.2028
H -3.2453 -2.0196 3.8720
H -1.8603 -2.8867 5.8526
H 0.6918 -2.0240 5.2874
H -1.8902 -0.6361 2.3044
C 2.2280 -6.1637 -1.4510
C 0.8416 -5.6143 -1.1427
C 0.3345 -6.1230 0.1958
N -0.9962 -5.6176 0.5445
C -1.3206 -4.5296 1.2559
S -2.7816 -3.7655 1.0865
N -0.3879 -4.1511 2.2224
C 0.2583 -4.9755 3.1181
O 1.2343 -4.5867 3.7267
C -0.2853 -6.3480 3.3830
C -1.6458 -6.5793 3.5567
C -2.0923 -7.8468 3.8955
C -1.1868 -8.8888 4.0461
C 0.1715 -8.6565 3.8797
C 0.6220 -7.3838 3.5654
H 2.5821 -5.7782 -2.4070
H 2.2339 -7.2569 -1.5003
H 2.9484 -5.8639 -0.6833
H 0.1431 -5.9237 -1.9291
H 0.8292 -4.5229 -1.1608
H 1.0361 -5.8764 0.9929
H 0.2557 -7.2141 0.1839
H -1.7351 -5.8976 -0.0824
H -0.2198 -3.1642 2.3846
H -2.3531 -5.7682 3.4245
H -3.1512 -8.0230 4.0372
H -1.5401 -9.8806 4.2994
H 0.8805 -9.4656 4.0020
H 1.6799 -7.1784 3.4580
```

Here are the Mulliken charges for atoms 1 to 8, given in e: 0.722 0.353 -0.184 -0.542 -0.638 -0.841 -0.414 0.827

No. 2
Here is C47H57F9GeN5O5PPbS as an isolated structure from OMol25. Energies are from ωB97M-V with the def2-TZVPD basis set.

Output
lowest unoccupied orbital energy (alpha / beta): 2.1261 / 2.0457 eV
orbital gap (alpha / beta): 7.0 / 6.9 eV
2S+1: 2
HOMO energy (alpha / beta): -4.9 / -4.9 eV
charge: -1

The geometry in XYZ format:
```
127
C47H57F9GeN5O5PPbS (ωB97M-V with the def2-TZVPD basis set)
Pb -0.4216 -0.4375 1.6497
C 2.1208 2.0832 3.1406
C 1.3584 1.5192 4.3504
C 0.1242 2.3834 4.6430
C 2.2836 1.5330 5.5799
O 0.9166 0.2253 4.0856
Ge 1.8574 -1.3879 4.0846
O 0.2203 -2.3078 3.3447
C -0.5461 -3.2091 4.0819
C 0.3350 -4.3913 4.5254
C -1.1552 -2.5389 5.3200
C -1.6778 -3.7255 3.1839
O 2.5833 -1.1003 2.3075
C 3.2745 -2.0158 1.5294
C 2.2719 -2.8974 0.7687
C 4.1668 -1.2290 0.5443
C 4.1852 -2.9307 2.3664
H 2.6367 3.0059 3.4062
H 1.4301 2.2850 2.3226
H 2.8464 1.3424 2.8089
H 0.4053 3.4259 4.7743
H -0.3650 2.0243 5.5449
H -0.5887 2.3117 3.8264
H 2.5743 2.5479 5.8433
H 3.1741 0.9459 5.3629
H 1.7675 1.0843 6.4258
H 1.1100 -4.0229 5.1967
H 0.8133 -4.8393 3.6557
H -0.2560 -5.1491 5.0379
H -0.3553 -2.2212 5.9853
H -1.8126 -3.2242 5.8540
H -1.7151 -1.6630 5.0038
H -1.2578 -4.1542 2.2737
H -2.3045 -2.8774 2.9174
H -2.2796 -4.4826 3.6885
H 1.6664 -2.2813 0.1043
H 1.5980 -3.3411 1.4954
H 2.7674 -3.6843 0.2021
H 3.5542 -0.5278 -0.0179
H 4.6865 -1.9004 -0.1400
H 4.9063 -0.6528 1.0974
H 3.5789 -3.5018 3.0657
H 4.8869 -2.3255 2.9358
H 4.7371 -3.6138 1.7218
N -6.8027 2.7589 -1.9998
C -5.8474 2.5526 -1.0198
C -4.9904 1.4527 -1.1024
C -4.0844 1.2002 -0.0901
C -4.0331 2.0337 1.0090
C -4.8575 3.1392 1.0980
C -5.7641 3.3987 0.0896
S -2.7374 1.7399 2.2048
O -2.9774 2.5619 3.3582
O -2.7099 0.3009 2.4720
N -1.3598 2.0221 1.4061
C -1.1714 3.2439 0.9280
N -2.1617 4.1496 1.0738
C -1.9378 5.3757 0.6652
C -0.7436 5.7653 0.0752
C 0.1856 4.7493 -0.1003
N -0.0047 3.5114 0.3022
H -6.6070 2.3333 -2.8921
H -7.1669 3.6945 -2.0684
H -5.0367 0.8183 -1.9789
H -3.3914 0.3742 -0.1266
H -4.7476 3.7890 1.9490
H -6.4036 4.2686 0.1393
H -2.7554 6.0745 0.8219
H -0.5550 6.7805 -0.2313
H 1.1401 4.9366 -0.5851
C -3.4657 -2.7881 0.1554
C -2.2210 -2.3493 -0.6530
C -2.7454 -1.7484 -1.9844
C -1.4061 -3.6324 -0.9683
N -1.4123 -1.4214 0.0040
H -4.0514 -3.4781 -0.4512
H -4.0730 -1.9273 0.4222
H -3.1710 -3.2875 1.0701
H -3.1469 -2.5298 -2.6280
H -1.9364 -1.2353 -2.4913
H -3.5252 -1.0239 -1.7738
H -1.9583 -4.2849 -1.6445
H -1.2042 -4.1718 -0.0468
H -0.4547 -3.3649 -1.4211
F -2.5250 3.3172 -6.2711
C -2.7519 3.3826 -4.9477
F -2.6469 4.6861 -4.6231
F -4.0546 3.0686 -4.7802
C -1.8411 2.5070 -4.1406
C -0.7424 1.9008 -4.7382
C 0.0850 1.0969 -3.9798
C -0.1873 0.8821 -2.6328
C -1.2766 1.5067 -2.0376
C -2.1032 2.3267 -2.7864
P 0.8923 -0.1809 -1.5862
C 2.4210 0.8251 -1.9088
C 2.6556 1.8624 -1.0069
C 3.8029 2.6276 -1.0960
C 4.7329 2.3527 -2.0916
C 4.4934 1.3442 -3.0182
C 3.3419 0.5878 -2.9275
C 6.0181 3.1125 -2.2098
F 6.1232 4.1487 -1.3684
F 6.2012 3.6222 -3.4485
F 7.1013 2.3354 -1.9903
C 1.2181 -1.5727 -2.7441
C 0.3210 -2.0325 -3.7074
C 0.5432 -3.2324 -4.3593
C 1.6744 -3.9798 -4.0660
C 2.5997 -3.5192 -3.1378
C 2.3619 -2.3295 -2.4847
C 1.8593 -5.3199 -4.7025
F 1.3835 -5.3719 -5.9612
F 3.1480 -5.6973 -4.7727
F 1.2229 -6.3016 -4.0292
H -0.5291 2.0634 -5.7848
H 0.9509 0.6432 -4.4412
H -1.4587 1.3529 -0.9862
H -2.9461 2.8172 -2.3220
H 1.9250 2.0716 -0.2362
H 3.9807 3.4205 -0.3852
H 5.2024 1.1518 -3.8096
H 3.1736 -0.1927 -3.6562
H -0.5690 -1.4696 -3.9447
H -0.1583 -3.5965 -5.0955
H 3.4802 -4.1032 -2.9210
H 3.0671 -1.9802 -1.7488
```

Here are the Mulliken charges for atoms 1 to 8, given in e: 2.669 -0.921 1.551 -1.862 -2.043 0.100 -1.042 0.710

No. 3
Here is C20H46EuOP4S as an isolated structure from OMol25. Energies are from ωB97M-V with the def2-TZVPD basis set.

Output
lowest unoccupied orbital energy (alpha / beta): -9.5145 / -9.5214 eV
orbital gap (alpha / beta): 4.8 / 6.5 eV
2S+1: 7
HOMO energy (alpha / beta): -14.3 / -16.0 eV
charge: +3

The geometry in XYZ format:
```
73
C20H46EuOP4S (ωB97M-V with the def2-TZVPD basis set)
Eu 0.0110 -2.5627 -1.1016
P 1.3892 0.8939 0.8536
P -0.8331 0.1572 1.2617
P -1.1256 2.7058 -2.5038
H 0.6252 -4.6622 -5.1730
C 0.3170 -3.6414 -4.8303
C 1.5754 -2.7676 -4.8160
H 2.5072 -3.3685 -4.9532
C 2.6797 -0.2642 1.3653
C 1.5495 2.2680 2.0516
C 1.9038 1.5872 -0.7258
C -2.1206 -0.7981 0.3802
C -0.5837 -0.7765 2.8141
C -1.7027 1.6349 1.8398
C -1.6350 3.7321 -3.9648
C -0.9950 4.0904 -1.2663
C -2.7899 2.0261 -2.0643
H -0.4350 -3.3311 -5.5231
H 1.5603 -2.1228 -5.7611
H 2.5568 -1.2525 0.8936
H 2.6763 -0.4026 2.4575
H 3.6475 0.1722 1.0660
H 1.2875 1.9392 3.0697
H 0.9070 3.1125 1.7617
H 2.5997 2.5993 2.0453
H 1.7963 0.8612 -1.5424
H 2.9638 1.8705 -0.6415
H 1.3175 2.4817 -0.9762
H -3.1185 -0.4221 0.6975
H -2.0971 -1.8844 0.6611
H -2.0591 -0.6813 -0.7267
H -1.5192 -0.6830 3.3905
H 0.2394 -0.3537 3.4143
H -0.3751 -1.8435 2.6226
H -2.5411 1.2961 2.4584
H -2.0995 2.2257 1.0100
H -1.0645 2.2784 2.4530
H -2.6060 4.2175 -3.7609
H -1.7115 3.0578 -4.8325
H -0.8588 4.4918 -4.1559
H -1.8626 4.7732 -1.3703
H -0.0631 4.6526 -1.4657
H -0.9506 3.6653 -0.2497
H -3.5652 2.6487 -2.5241
H -2.9242 1.9961 -0.9797
H -2.8625 1.0066 -2.4651
C 0.6101 -0.5763 -3.6238
C -0.7568 -0.9395 -3.6082
C -1.1087 -2.2764 -3.3229
C -0.0363 -3.3748 -3.4329
C 1.3990 -2.8062 -3.2082
C 1.5756 -1.3682 -2.9813
S 1.1822 0.7723 -4.6411
H 0.6346 1.5875 -3.8214
H -1.4702 -0.1887 -3.9649
H -2.1391 -2.6496 -3.2125
H -0.3309 -4.2736 -2.8444
H 2.0732 -3.5110 -2.6915
H 2.5728 -0.9606 -2.8187
C 3.1758 -5.2103 0.8995
P 1.7920 -4.3095 1.6184
C 0.3732 -5.4069 1.7661
C 2.2714 -3.7173 3.2531
O 1.3983 -3.1109 0.7458
H 3.3761 -6.1480 1.4416
H 4.0801 -4.5807 0.9444
H 2.9416 -5.4444 -0.1513
H 0.6657 -6.3132 2.3235
H -0.4412 -4.8998 2.3120
H 0.0122 -5.6980 0.7637
H 3.1907 -3.1097 3.1745
H 1.4579 -3.1063 3.6796
H 2.4626 -4.5929 3.8946
```

Here are the Mulliken charges for atoms 1 to 8, given in e: 1.229 0.996 0.977 0.835 0.274 -0.809 -0.672 0.494

No. 4
Here is a single C6H8O2 molecule from OMol25. Energies are from ωB97M-V with the def2-TZVPD basis set.

Output
energy relative to the best compared isomer or geometry (same formula, charge and spin): 28.7 kcal per mole
lowest unoccupied orbital energy: 0.8056 eV
orbital gap: 10.5 eV
SMILES: C=C=C[C@H](C)C(=O)O
HOMO energy: -9.7 eV

The geometry in XYZ format:
```
16
C6H8O2 (ωB97M-V with the def2-TZVPD basis set)
C -1.9150 -0.1645 -0.0271
C 0.0725 0.9043 -1.1121
C 1.0990 -0.8311 0.8937
C 0.2616 0.1156 1.1871
C -0.6939 0.7305 0.1809
C 1.9275 -1.7748 0.5864
O 0.7085 2.0848 -1.1475
O 0.1547 0.1019 -2.0010
H 1.2341 2.1613 -1.9596
H 0.1921 0.4889 2.1994
H -0.9917 1.7192 0.5384
H 1.6491 -2.8146 0.6471
H 2.9320 -1.5653 0.2553
H -1.6033 -1.0995 -0.4854
H -2.6349 0.3209 -0.6821
H -2.3923 -0.3774 0.9263
```

Here are the Mulliken charges for atoms 1 to 8, given in e: -1.320 0.273 0.206 -0.540 0.534 -0.760 -0.467 -0.532

No. 5
Here is C4H16BClMnO4 as an isolated structure from OMol25. Energies are from ωB97M-V with the def2-TZVPD basis set.

Output
lowest unoccupied orbital energy (alpha / beta): -2.3454 / -2.6420 eV
orbital gap (alpha / beta): 7.3 / 7.0 eV
2S+1: 6
HOMO energy (alpha / beta): -9.6 / -9.6 eV

The geometry in XYZ format:
```
27
C4H16BClMnO4 (ωB97M-V with the def2-TZVPD basis set)
Mn -2.6011 0.5048 -0.0832
Cl -0.1728 0.4770 -0.1476
B -3.2729 -1.0909 1.2325
H -4.2345 -1.0134 0.4677
H -3.3840 -1.8851 2.1093
H -2.3320 -1.3841 0.5496
H -3.0505 -0.0052 1.6687
C 0.0483 -2.8307 2.3040
C 1.1587 -2.9595 1.2925
O 0.7312 -2.6296 -0.0025
O -0.9604 -3.7710 2.0306
H -0.3572 -1.8191 2.1446
H 0.3856 -2.8865 3.3420
H 1.5766 -3.9654 1.2811
H 1.9838 -2.2856 1.5632
H 0.3208 -1.7462 0.0260
H -1.7958 -3.3006 2.0893
C 1.4557 3.8890 -1.7945
C 1.8795 3.1899 -3.0731
O 1.2902 1.9134 -3.2050
O 2.0464 3.3223 -0.6159
H 0.3615 3.9077 -1.7761
H 1.7876 4.9352 -1.8739
H 2.9670 3.1291 -3.1774
H 1.5290 3.8433 -3.8800
H 1.3493 1.5103 -2.3266
H 1.2900 2.9507 -0.1454
```

Here are the Mulliken charges for atoms 1 to 8, given in e: 0.625 -0.489 0.155 -0.111 -0.162 0.082 0.012 -0.189

No. 6
Here is a 2-piece molecular cluster, C2HN2O2 overall from OMol25. Energies are from ωB97M-V with the def2-TZVPD basis set.

Output
energy relative to the best compared isomer or geometry (same formula, charge and spin): 66.7 kcal per mole
lowest unoccupied orbital energy: 4.1727 eV
orbital gap: 7.4 eV
HOMO energy: -3.2 eV
charge: -1

The geometry in XYZ format:
```
7
C2HN2O2 (ωB97M-V with the def2-TZVPD basis set)
C -0.8412 -1.9001 0.1010
C 0.2751 1.1704 -0.4026
N -1.5099 -2.7875 0.3795
N 1.0754 1.5084 0.4159
O -0.7742 0.6593 -0.8218
O 2.0982 2.2976 0.5197
H -0.3235 -0.9481 -0.1918
```

Table of Mulliken atomic charges, one value per atom, all in e: 0.312 0.432 -0.448 0.059 -0.704 -0.710 0.059

No. 7
Here is an isolated ion of composition C4H10N3 and charge +1 from OMol25. Energies are from ωB97M-V with the def2-TZVPD basis set.

Output
energy relative to the best compared isomer or geometry (same formula, charge and spin): 73.3 kcal per mole
lowest unoccupied orbital energy: -3.4512 eV
orbital gap: 10.4 eV
SMILES: C[C@@]1(N)C=C[NH2+]N1
HOMO energy: -13.8 eV
charge: +1

The geometry in XYZ format:
```
17
C4H10N3 (ωB97M-V with the def2-TZVPD basis set)
C -0.3596 -1.0508 0.3362
C -1.5937 -0.7558 0.1680
C 0.5893 0.0764 -0.0762
C 1.4869 0.4193 0.9400
N -0.4058 1.1697 -0.3218
N 1.1668 -0.3172 -1.3018
N -1.6709 0.6127 -0.4483
H -0.0091 -2.0222 0.6927
H -2.5165 -1.3068 0.2960
H 2.1752 1.2595 0.7543
H 2.2102 -0.5189 0.9671
H 0.9098 0.4417 1.9161
H -0.3856 1.9396 0.3151
H 0.6221 -0.9636 -1.8168
H 2.1310 -0.6820 -1.0905
H -1.9633 0.6615 -1.4385
H -2.3866 1.0368 0.1083
```

Here are the Mulliken charges for atoms 1 to 8, given in e: -0.769 -0.386 1.113 -1.544 -0.503 -0.595 0.061 0.409

No. 8
Here is C13H21BN6ORu as an isolated structure from OMol25. Energies are from ωB97M-V with the def2-TZVPD basis set.

Output
lowest unoccupied orbital energy (alpha / beta): -7.2145 / -11.4453 eV
orbital gap (alpha / beta): 8.7 / 4.5 eV
2S+1: 5
HOMO energy (alpha / beta): -15.9 / -16.0 eV
charge: +2

The geometry in XYZ format:
```
43
C13H21BN6ORu (ωB97M-V with the def2-TZVPD basis set)
H -0.4793 2.8541 1.7218
N -0.3102 1.7839 -0.0936
B 0.3294 0.8792 -2.3571
N 0.2432 2.0188 -1.3115
C 0.6543 3.2988 -1.3478
Ru -1.1982 -0.3886 0.3749
H 1.0690 3.7031 -2.2748
C 0.4205 3.8639 -0.0993
H 0.6019 4.8717 0.2183
C -0.1480 2.8641 0.6900
H 0.7494 1.2955 -3.3782
C -1.6630 -2.2306 0.8983
H -1.9231 -2.1591 1.9806
H -0.9064 -3.0212 0.8019
H -2.5522 -2.5307 0.3111
N -1.0566 0.2242 -2.5889
N 1.2376 -0.2171 -1.7784
N -1.7542 -0.3321 -1.4743
N 0.8502 -0.9257 -0.6745
C -1.8713 0.2175 -3.6609
C 2.4549 -0.6156 -2.1816
H -1.5645 0.6550 -4.6085
H 2.9257 -0.1334 -3.0329
C -3.0686 -0.3752 -3.3115
C 2.8585 -1.6279 -1.3250
C -2.9792 -0.7223 -1.9538
C 1.8244 -1.7936 -0.3853
H -3.9274 -0.5321 -3.9382
H 3.7727 -2.1785 -1.3427
H -3.7196 -1.1677 -1.3049
H 1.7502 -2.4776 0.4551
H -1.6841 1.3397 0.4576
C 1.9108 0.0132 2.9477
C 0.6050 -0.7540 2.7952
C -0.0110 -1.1361 4.1385
O -0.3459 0.0723 2.1134
H 1.6649 0.9500 3.4627
H 2.3223 0.2262 1.9552
H 2.6882 -0.5122 3.5241
H 0.7668 -1.6635 2.1928
H -0.2468 -0.1969 4.6583
H -0.9370 -1.6936 3.9515
H 0.6467 -1.7460 4.7747
```

Here are the Mulliken charges for atoms 1 to 8, given in e: 0.556 0.137 -0.054 -0.089 0.137 0.236 0.475 -1.096